{"formula": "C21H27ClN6O", "method": "the ωB97M-V functional and the def2-TZVPD basis", "e_above_lowest_kj_mol": 19.48, "smiles": "COCCn1nnnc1[C@@H](C(C)C)N(Cc1cccnc1)Cc1ccccc1Cl", "lumo_ev": 0.6, "multiplicity": 1, "species": ["C", "O", "C", "C", "N", "N", "N", "N", "C", "C", "C", "C", "C", "N", "C", "C", "C", "C", "C", "N", "C", "C", "C", "C", "C", "C", "C", "C", "Cl", "H", "H", "H", "H", "H", "H", "H", "H", "H", "H", "H", "H", "H", "H", "H", "H", "H", "H", "H", "H", "H", "H", "H", "H", "H", "H", "H"], "coordinates": [[4.46631, -2.56237, -0.90178], [3.59438, -1.50683, -0.56754], [2.30774, -1.90936, -0.18805], [1.42476, -2.29651, -1.39265], [0.05924, -2.42136, -0.98626], [-0.42931, -3.58090, -0.52744], [-1.63532, -3.38879, -0.20222], [-1.99833, -2.13280, -0.42068], [-0.94582, -1.51066, -0.90461], [-0.87709, -0.07006, -1.29308], [-1.86953, 0.16385, -2.46524], [-1.89141, 1.61809, -2.92621], [-1.49485, -0.74134, -3.63902], [-1.07465, 0.71231, -0.08765], [-0.30187, 1.93896, 0.00976], [1.10585, 1.64213, 0.45476], [2.20653, 1.87687, -0.35968], [3.47519, 1.57722, 0.10948], [3.59422, 1.04979, 1.38500], [2.55576, 0.81473, 2.17034], [1.34986, 1.10106, 1.71527], [-2.42557, 0.77055, 0.44574], [-2.36100, 0.86133, 1.94762], [-1.93539, -0.25011, 2.66864], [-1.81260, -0.21368, 4.04433], [-2.11900, 0.94862, 4.73315], [-2.55049, 2.06516, 4.04186], [-2.66521, 2.01472, 2.66109], [-3.21115, 3.44890, 1.84351], [5.44763, -2.11243, -1.03742], [4.51387, -3.30380, -0.09667], [4.16950, -3.06212, -1.83015], [1.86058, -1.04909, 0.31718], [2.34718, -2.74983, 0.51888], [1.51191, -1.52954, -2.16627], [1.73026, -3.26263, -1.80105], [0.13827, 0.14683, -1.64425], [-2.86869, -0.11526, -2.11923], [-2.22931, 2.28160, -2.13537], [-2.57538, 1.72437, -3.76583], [-0.90223, 1.93309, -3.25503], [-1.54598, -1.79151, -3.36044], [-2.18237, -0.58264, -4.46625], [-0.48676, -0.52162, -3.98867], [-0.77547, 2.57225, 0.76176], [-0.27307, 2.49959, -0.93438], [2.07261, 2.29857, -1.34758], [4.34811, 1.74718, -0.50039], [4.56066, 0.80119, 1.80152], [0.52703, 0.89028, 2.38651], [-2.91973, -0.16655, 0.18235], [-3.00362, 1.61019, 0.03586], [-1.70696, -1.15339, 2.12442], [-1.47866, -1.08938, 4.57931], [-2.02498, 0.98871, 5.80750], [-2.79565, 2.97642, 4.56530]], "forces_ev_per_angstrom": [[0.004, -0.019, -0.020], [0.050, 0.054, -0.118], [-0.236, 0.059, -0.020], [0.878, 0.029, 0.117], [-1.375, 0.618, 0.175], [1.094, -0.704, -0.143], [-0.496, -0.762, 0.374], [-0.266, 0.975, -0.300], [0.712, -0.656, -0.048], [-0.403, 0.013, -0.155], [0.325, 0.112, -0.084], [-0.106, -0.213, 0.192], [-0.185, 0.014, 0.230], [0.007, 0.142, -0.048], [0.146, -0.091, 0.071], [0.242, 0.106, -0.149], [-0.091, -0.020, 0.163], [-0.031, 0.010, 0.096], [0.252, 0.115, -0.293], [0.019, -0.197, 0.500], [-0.262, 0.168, -0.170], [-0.126, 0.026, -0.064], [-0.156, 0.198, -0.001], [-0.065, 0.032, 0.090], [0.025, -0.096, -0.051], [-0.021, 0.096, -0.005], [0.027, 0.033, 0.098], [0.016, -0.237, 0.049], [-0.063, 0.209, -0.059], [0.029, -0.105, -0.033], [0.012, -0.005, -0.011], [0.040, -0.023, 0.008], [-0.032, -0.128, -0.026], [-0.042, 0.068, -0.022], [-0.039, -0.105, 0.048], [-0.078, 0.158, -0.063], [-0.039, -0.022, -0.039], [0.037, -0.020, 0.042], [0.004, 0.145, 0.070], [-0.041, 0.050, -0.076], [0.120, 0.085, -0.043], [0.014, -0.129, -0.051], [-0.026, -0.007, -0.109], [0.138, 0.033, -0.068], [-0.027, 0.046, -0.109], [-0.055, 0.049, 0.104], [-0.035, 0.037, -0.083], [0.099, -0.020, -0.044], [0.137, -0.010, -0.055], [-0.147, 0.002, 0.019], [-0.060, 0.180, 0.042], [0.006, -0.161, 0.009], [0.059, -0.128, -0.088], [0.024, -0.090, 0.044], [0.006, 0.010, 0.097], [-0.021, 0.080, 0.014]]}



{"formula": "C21H27F2N3O3", "method": "the ωB97M-V functional and the def2-TZVPD basis", "smiles": "Cc1ccc(F)c(CNC(=O)[C@@H]2CCC(=O)N(CCCN3CCCC3=O)C2)c1F", "lumo_ev": 0.6, "multiplicity": 1, "species": ["C", "C", "C", "C", "C", "F", "C", "C", "N", "C", "O", "C", "C", "C", "C", "O", "N", "C", "C", "C", "N", "C", "C", "C", "C", "O", "C", "C", "F", "H", "H", "H", "H", "H", "H", "H", "H", "H", "H", "H", "H", "H", "H", "H", "H", "H", "H", "H", "H", "H", "H", "H", "H", "H", "H", "H"], "coordinates": [[-1.17662, -2.38755, -2.89537], [-0.31123, -2.41819, -1.67903], [1.04359, -2.71674, -1.72402], [1.81163, -2.73953, -0.57274], [1.21814, -2.43839, 0.63768], [1.98252, -2.46323, 1.75423], [-0.12800, -2.11586, 0.74940], [-0.75521, -1.67180, 2.04734], [-0.98087, -0.24257, 1.98834], [-2.22098, 0.26874, 1.83429], [-3.22520, -0.39028, 2.00175], [-2.28384, 1.75732, 1.46230], [-3.58723, 2.04219, 0.71671], [-3.60687, 1.25557, -0.58971], [-2.29768, 1.12514, -1.33467], [-2.26977, 0.62410, -2.44896], [-1.15796, 1.50926, -0.71002], [0.10980, 1.19564, -1.33447], [0.94334, 2.41408, -1.75314], [1.90563, 2.91594, -0.66778], [2.80862, 1.88824, -0.21032], [4.03290, 1.58104, -0.91667], [4.48623, 0.25916, -0.28943], [3.86384, 0.29990, 1.10450], [2.64840, 1.18623, 0.92570], [1.68961, 1.27184, 1.67301], [-1.14559, 2.21550, 0.55510], [-0.85994, -2.12832, -0.43288], [-2.17250, -1.85072, -0.37046], [-0.59616, -2.58642, -3.79160], [-1.65896, -1.41276, -2.98273], [-1.96859, -3.13032, -2.81094], [1.50255, -2.94362, -2.67416], [2.85979, -2.99320, -0.60216], [-0.10276, -1.91618, 2.88874], [-1.73370, -2.14166, 2.18256], [-0.15292, 0.33236, 1.92153], [-2.24898, 2.32996, 2.39576], [-3.66210, 3.11465, 0.52248], [-4.44017, 1.74230, 1.32574], [-4.34623, 1.66008, -1.28339], [-3.90332, 0.22342, -0.37862], [0.69391, 0.55821, -0.66218], [-0.14110, 0.61524, -2.22533], [0.27833, 3.22831, -2.04195], [1.52922, 2.13956, -2.63226], [1.35417, 3.27595, 0.20229], [2.50075, 3.74441, -1.06576], [3.84647, 1.49493, -1.98933], [4.76931, 2.37957, -0.75530], [5.56948, 0.16411, -0.26778], [4.07468, -0.57747, -0.85527], [3.59248, -0.67543, 1.49932], [4.52301, 0.78338, 1.82912], [-1.25975, 3.29524, 0.37640], [-0.17714, 2.05719, 1.02854]], "forces_ev_per_angstrom": [[-0.197, 0.099, 0.002], [-0.129, 0.068, 0.141], [-0.159, 0.063, 0.186], [0.154, 0.046, 0.225], [-0.185, -0.018, -0.311], [-0.047, 0.025, 0.024], [0.054, -0.066, 0.085], [-0.112, -0.121, 0.031], [0.329, -0.083, 0.158], [0.288, 0.483, 0.139], [-0.448, -0.159, -0.037], [-0.198, 0.155, -0.185], [-0.005, -0.181, 0.163], [-0.204, 0.007, 0.018], [-0.165, 0.006, -0.110], [-0.252, -0.050, -0.269], [0.183, -0.077, 0.130], [0.156, -0.055, -0.419], [0.055, -0.144, 0.298], [-0.299, 0.157, -0.073], [0.058, 0.022, -0.189], [0.284, 0.034, -0.151], [0.038, 0.037, 0.035], [0.043, -0.102, -0.010], [0.261, -0.231, -0.022], [-0.299, 0.008, 0.423], [-0.111, 0.138, 0.419], [0.520, -0.202, -0.156], [0.043, 0.050, 0.057], [0.047, -0.046, -0.070], [-0.001, -0.049, -0.088], [-0.059, -0.075, -0.081], [0.026, -0.036, -0.117], [0.117, -0.030, 0.025], [-0.137, -0.036, -0.107], [0.211, 0.034, 0.055], [-0.050, 0.110, -0.107], [0.022, -0.022, -0.058], [0.033, 0.010, 0.051], [0.006, 0.074, -0.041], [0.093, -0.066, -0.035], [0.010, 0.068, -0.065], [-0.052, -0.032, -0.032], [0.116, 0.055, 0.204], [-0.004, 0.046, -0.108], [0.007, 0.034, -0.064], [0.079, 0.034, -0.057], [-0.031, -0.020, 0.104], [0.045, 0.025, 0.033], [-0.035, -0.042, -0.082], [0.003, -0.022, -0.059], [0.001, 0.007, -0.004], [-0.074, 0.035, 0.036], [-0.007, 0.027, 0.038], [0.071, -0.065, 0.143], [-0.092, 0.072, -0.118]]}



no.,HOMO (eV),Kohn-Sham gap (eV)
1,-8.596,9.1694
2,-8.936,9.5449